10
Properties=species:S:1:pos:R:3:forces:R:3:lowdin_charge:R:1 method="wB97M-V/def2-TZVPD" max_force_ha_per_bohr=0.09525 lumo_ev=0.71 smiles=SCCS total_charge=0 energy_ev=-23839.7154 e_homo_ev=-9.4
S 2.127 -0.223 -0.032 -0.3439 3.2526 0.9907 0.72
C 0.382 0.576 -0.210 2.5154 3.9632 1.3990 -0.63
C -0.461 -0.502 0.171 0.6126 -4.5317 1.2887 -0.77
S -2.292 -0.242 -0.143 1.8774 1.4306 1.5247 0.64
H 1.919 -1.055 -0.950 -0.2170 -1.8428 -2.0532 -0.22
H -0.046 1.204 -1.015 1.2766 -0.7271 -0.5522 0.08
H 0.495 1.354 0.642 -0.3750 -1.0297 -1.1751 0.09
H -0.128 -0.645 1.267 -1.5285 -0.4628 -1.3749 0.09
H 0.157 -1.432 -0.356 -3.1756 1.5293 1.0582 0.09
H -2.153 0.964 0.628 -0.6421 -1.5816 -1.1060 -0.08

12
Properties=species:S:1:pos:R:3:forces:R:3:lowdin_charge:R:1 method="wB97M-V/def2-TZVPD" max_force_ha_per_bohr=0.05544 lumo_ev=1.14 smiles="C=C(C)C" total_charge=0 energy_ev=-4276.7397 e_homo_ev=-8.9
C 0.149 -0.668 1.354 -0.5522 0.4741 -2.7562 0.01
C -0.001 -0.047 0.145 0.5817 -1.5304 1.2211 -0.41
C 0.457 1.389 0.014 0.6131 -0.6272 0.0405 -0.09
C -0.553 -0.825 -1.066 -0.6158 0.0003 -0.1325 -0.09
H 0.532 -0.124 2.183 0.3025 0.1681 0.6099 0.04
H -0.092 -1.720 1.440 -0.1118 0.0553 0.2753 0.05
H 1.417 1.531 0.583 -1.0859 0.0659 -0.4497 0.09
H 0.634 1.678 -1.032 -0.2035 0.0155 0.3598 0.07
H -0.361 1.940 0.454 0.0875 0.8852 -0.0376 0.07
H -0.581 -0.210 -2.029 0.3892 -0.9848 1.2911 0.08
H 0.015 -1.788 -1.152 -0.3278 0.9928 -0.3874 0.08
H -1.616 -1.158 -0.893 0.9230 0.4853 -0.0343 0.08

40
Properties=species:S:1:pos:R:3:forces:R:3:lowdin_charge:R:1 method="wB97M-V/def2-TZVPD" max_force_ha_per_bohr=0.02520 lumo_ev=-0.43 smiles="CCc1ccc(NC(=O)c2cnn3c(C(F)F)cc(C)nc23)cc1" total_charge=0 energy_ev=-31332.3071 e_homo_ev=-8.1
C 5.649 0.590 3.234 -0.0293 0.1939 0.1160 -0.10
C 4.497 1.559 3.506 0.1160 -0.1954 -0.0971 -0.22
C 3.247 1.097 2.814 -0.0002 0.1333 0.1316 -0.26
C 2.968 1.492 1.511 -0.0448 -0.0558 0.0807 -0.04
C 1.842 1.035 0.858 -0.1004 -0.0905 -0.0009 -0.02
C 0.960 0.163 1.496 0.2712 0.0408 0.3001 -0.22
N -0.161 -0.261 0.782 -0.0147 0.1098 -0.2558 0.14
C -1.161 -1.097 1.178 0.0018 0.1285 -0.2862 -0.43
O -1.250 -1.640 2.261 -0.0479 -0.1024 0.1594 0.07
C -2.171 -1.293 0.119 -0.1671 0.0141 -0.2797 -0.05
C -3.323 -2.088 0.200 0.2689 0.3009 -0.2801 -0.04
N -4.039 -2.065 -0.914 -0.9208 -0.7449 0.3103 0.10
N -3.385 -1.266 -1.743 1.0941 0.6906 0.0690 -0.01
C -3.719 -0.924 -3.007 0.0457 0.2685 -0.5373 -0.07
C -4.986 -1.504 -3.583 -0.4681 -0.4721 0.3701 -0.33
F -4.715 -2.210 -4.707 0.2860 -0.1339 -0.1122 0.08
F -5.831 -0.513 -3.959 -0.0140 0.3236 0.0889 0.08
C -2.894 -0.077 -3.691 -0.1935 -0.2806 0.3453 0.07
C -1.721 0.414 -3.056 -0.1175 -0.1171 0.0870 -0.29
C -0.806 1.339 -3.781 0.0467 0.0551 -0.0530 -0.02
N -1.412 0.074 -1.831 0.4650 0.4180 -0.2511 0.17
C -2.217 -0.752 -1.167 -0.6793 -0.6354 0.4220 -0.18
C 1.232 -0.239 2.801 -0.1686 -0.1526 0.0380 0.00
C 2.364 0.228 3.441 0.1143 0.1654 -0.1773 -0.03
H 5.847 0.527 2.167 0.0431 -0.0455 -0.0931 0.07
H 6.555 0.922 3.737 0.1407 -0.0295 0.0245 0.07
H 5.397 -0.405 3.593 0.0122 -0.1128 0.0083 0.07
H 4.773 2.554 3.149 -0.0365 0.0337 0.0823 0.11
H 4.324 1.619 4.582 -0.0094 0.0951 -0.0103 0.11
H 3.641 2.168 1.002 0.0656 0.0808 -0.0530 0.11
H 1.635 1.351 -0.155 -0.0224 0.0375 -0.1045 0.11
H -0.237 0.110 -0.160 -0.0314 -0.0719 0.1134 0.10
H -3.644 -2.673 1.038 -0.0787 -0.1248 0.1640 0.12
H -5.499 -2.159 -2.865 0.1939 0.2228 -0.2151 0.15
H -3.134 0.213 -4.700 -0.0757 -0.0103 -0.0890 0.13
H -0.436 0.864 -4.687 0.0449 0.0117 -0.0894 0.09
H 0.033 1.606 -3.146 0.0233 0.0132 0.0046 0.08
H -1.341 2.242 -4.071 -0.0018 0.0822 -0.0579 0.09
H 0.556 -0.910 3.302 -0.0264 -0.0129 0.0029 0.10
H 2.563 -0.091 4.454 0.0153 -0.0314 0.1244 0.12

87
Properties=species:S:1:pos:R:3:forces:R:3:lowdin_charge:R:1 method="wB97M-V/def2-TZVPD" max_force_ha_per_bohr=0.04226 lumo_ev="-1.01 / -1.01" total_charge=0 multiplicity=3 energy_ev=-93985.9704 e_homo_ev="-8.1 / -8.4"
O -2.977 1.429 -0.513 0.3974 -0.1638 0.3608 -0.34
P -2.154 0.148 -1.125 0.1041 -0.1516 -1.3887 0.63
Cl -2.819 -1.562 -0.131 -0.0456 0.2725 0.4179 0.20
C -0.492 0.330 -0.320 -0.4299 0.0039 -0.0646 -0.44
C -0.232 -0.036 1.018 -0.1425 -0.2169 0.7672 -0.14
N 0.923 0.109 1.611 -0.1808 0.2972 -0.6901 0.16
C 1.878 0.657 0.805 0.3879 -0.3018 0.4778 -0.19
C 3.152 0.904 1.352 0.0047 -0.1773 0.6121 0.05
C 4.137 1.466 0.622 0.8733 0.4314 -0.4067 -0.17
C 5.496 1.761 1.216 -0.4230 -0.1620 -0.2552 -0.08
O 6.084 2.918 0.588 0.0868 -0.2521 0.3367 0.05
C 5.837 4.081 1.207 0.2734 0.2887 -0.3642 -0.74
F 6.231 4.085 2.483 0.0601 -0.0327 0.3021 0.17
F 4.540 4.409 1.199 -0.3146 -0.0053 0.0563 0.17
F 6.505 5.035 0.565 0.0058 0.0171 -0.0284 0.18
C 3.915 1.796 -0.739 -0.1257 -0.1761 0.3373 -0.03
C 2.703 1.555 -1.292 -0.1550 0.7473 -0.7380 -0.34
P 2.467 1.995 -3.040 -0.6585 -1.6760 -0.6386 0.38
S 1.947 0.472 -4.143 0.2086 0.2712 -0.0162 0.12
C 1.651 0.993 -0.530 -0.4438 0.0199 -0.3825 -0.22
N 0.427 0.828 -1.101 0.0920 0.2564 0.1857 0.12
H -2.415 2.014 0.010 -0.2094 -0.0112 0.2421 0.05
H -1.045 -0.446 1.602 -0.0092 -0.1187 0.1107 0.08
H 3.316 0.641 2.388 -0.0738 -0.0173 0.1439 0.13
H 6.182 0.947 1.014 0.1658 -0.0788 -0.0635 0.14
H 5.419 1.882 2.292 0.1019 0.1227 0.1109 0.13
H 4.685 2.249 -1.340 0.2757 0.0753 0.0813 0.11
H 1.521 3.031 -3.121 0.3280 0.2887 0.3019 -0.02
H 3.717 2.522 -3.406 -0.1226 0.4180 0.3170 -0.02
C -4.976 -0.563 -6.337 0.0577 -0.2356 -0.2282 -0.02
C -3.768 0.083 -5.616 -1.6111 -0.2595 -0.2441 -0.48
C -3.458 1.462 -6.205 0.4888 0.2093 -0.2503 -0.14
C -2.777 1.404 -7.569 0.0172 -0.0721 0.0498 -0.17
C -1.517 0.540 -7.493 -0.1944 0.5281 0.1773 -0.13
C -1.795 -0.861 -6.948 -0.0282 -1.0224 -1.3154 -0.49
N -2.575 -0.812 -5.670 1.1152 1.7347 0.4769 -0.07
O -1.774 -0.520 -4.693 -0.2106 -0.6458 0.1658 -0.05
C -2.530 -1.681 -8.031 -0.2311 0.0511 -0.0250 -0.05
C -0.476 -1.594 -6.722 0.2099 0.0853 0.4479 -0.04
C -4.232 0.278 -4.177 0.3205 0.0203 0.3575 -0.07
H -5.644 0.201 -6.737 0.0073 0.0500 0.0858 0.09
H -4.713 -1.221 -7.158 0.0592 0.1135 -0.0118 0.05
H -5.554 -1.178 -5.645 0.0464 0.0413 0.0836 0.08
H -2.802 2.006 -5.517 0.0487 -0.1381 0.0579 0.12
H -4.380 2.043 -6.270 -0.0823 -0.1043 0.0715 0.12
H -3.469 1.023 -8.326 0.0037 -0.0486 0.0250 0.11
H -2.507 2.414 -7.886 -0.0109 -0.0069 -0.0092 0.11
H -1.066 0.459 -8.484 0.0299 -0.1558 0.0137 0.12
H -0.783 1.044 -6.857 -0.0200 -0.1044 0.1017 0.12
H -2.924 -2.610 -7.618 -0.0151 0.0167 0.0259 0.09
H -1.837 -1.945 -8.830 0.1303 0.0370 0.0875 0.08
H -3.341 -1.138 -8.513 -0.0177 -0.0159 0.0662 0.06
H 0.193 -1.045 -6.062 -0.1072 -0.0172 0.0861 0.03
H 0.038 -1.719 -7.674 -0.1063 0.0281 -0.0901 0.09
H -0.647 -2.584 -6.296 -0.0218 0.0216 0.0208 0.09
H -4.393 -0.681 -3.682 0.0459 -0.0163 -0.0213 0.09
H -5.177 0.825 -4.168 -0.0519 -0.0457 -0.1836 0.09
H -3.522 0.849 -3.583 0.0791 -0.0547 -0.0658 0.03
C 0.296 -1.463 8.708 -0.1226 -0.3219 -0.0597 -0.02
C 0.975 -0.736 7.522 -0.4150 -0.1593 1.5536 -0.49
C 0.034 0.306 6.911 -0.2145 0.0535 -0.5319 -0.14
C -1.085 -0.298 6.068 0.0841 -0.0566 0.0407 -0.17
C -0.499 -1.211 4.992 -0.0750 0.6438 0.0629 -0.14
C 0.416 -2.291 5.563 -0.9028 -1.4587 0.0197 -0.49
N 1.440 -1.713 6.491 0.0921 1.7002 -1.3507 -0.08
O 2.396 -1.181 5.795 0.3098 -0.5163 0.3192 -0.02
C -0.450 -3.358 6.268 -0.0827 0.0664 0.2268 -0.04
C 1.103 -3.036 4.421 0.4667 0.2425 -0.1494 -0.04
C 2.156 0.000 8.147 0.3982 0.0962 -0.3570 -0.05
H -0.451 -0.822 9.179 0.0623 0.0781 -0.0052 0.09
H -0.200 -2.391 8.444 -0.0371 0.0966 -0.0743 0.05
H 1.030 -1.731 9.468 0.0710 0.0632 -0.0396 0.08
H 0.615 0.984 6.276 0.1031 -0.1102 -0.0188 0.12
H -0.388 0.922 7.707 0.0894 -0.0588 0.1119 0.12
H -1.790 -0.843 6.702 0.0393 -0.0331 0.0137 0.11
H -1.659 0.502 5.595 -0.0088 -0.0071 0.0082 0.11
H -1.310 -1.678 4.429 0.0815 -0.1796 0.0016 0.12
H 0.059 -0.595 4.278 0.1273 -0.0665 0.0425 0.11
H 0.167 -4.036 6.859 0.0147 0.0261 0.0161 0.09
H -0.976 -3.958 5.526 0.0899 0.0521 -0.1214 0.08
H -1.223 -2.938 6.909 0.0594 0.0099 0.0268 0.06
H 1.654 -2.365 3.764 0.0472 0.0264 0.1101 0.07
H 0.353 -3.541 3.813 -0.1123 0.0087 0.0839 0.09
H 1.792 -3.790 4.804 0.0056 0.0240 0.0209 0.09
H 2.897 -0.701 8.534 -0.0179 -0.0274 -0.0264 0.09
H 1.797 0.609 8.976 -0.1198 -0.0757 0.0366 0.09
H 2.654 0.664 7.441 -0.0153 -0.0787 -0.0422 0.08